[1]
A molecular structure, C48H50GeN2O5PdTe at a distorted geometry, computed with ωB97M-V/def2-TZVPD.

The geometry in XYZ format:
```
108
Properties=species:S:1:pos:R:3:lowdin_charge:R:1
Pd -1.68821 1.36612 -0.36051 1.034
N -4.05984 2.43756 -0.52932 0.004
C -4.98479 1.56827 0.18550 -0.181
C -4.30410 1.00478 1.48180 -0.696
O -4.96104 0.96696 2.50905 0.015
O -3.11200 0.60452 1.31969 -0.272
H -3.93333 3.31613 -0.02610 0.088
H -4.36917 2.64336 -1.47543 0.083
H -5.22339 0.70119 -0.44393 0.114
H -5.92476 2.06891 0.46851 0.108
C 1.02255 -1.86823 8.17700 -0.061
C 0.61070 -1.20497 6.89304 -0.283
C 0.69702 -1.87186 5.68195 -0.026
C 0.33647 -1.25731 4.48985 -0.295
C 0.39333 -2.05263 3.21976 -0.069
C -0.10791 0.06633 4.49439 -0.274
Te -0.64863 1.05934 2.50772 1.778
N -0.62202 2.59751 0.82720 -0.227
C -1.01172 3.69946 1.40415 -0.661
O -1.07980 3.81094 2.65518 -0.105
C -1.28413 4.90849 0.56255 -0.152
C -1.30343 6.17018 1.15083 -0.028
C -1.54271 7.29652 0.38448 -0.095
C -1.76437 7.17217 -0.97791 -0.105
C -1.75974 5.91693 -1.56534 -0.082
C -1.52656 4.78708 -0.80221 -0.049
C 1.45602 0.98882 2.03738 -0.314
C 2.39965 1.71306 2.76276 -0.279
C 1.98598 2.57295 3.91296 -0.056
C 3.73850 1.65334 2.39494 -0.017
C 4.16055 0.91412 1.30324 -0.273
C 5.59988 0.85880 0.88538 -0.056
C 3.20473 0.24714 0.55407 -0.006
C 1.86214 0.28472 0.90178 -0.300
C 0.87143 -0.37367 0.00042 -0.102
C -0.26306 0.72108 5.71324 -0.323
C -0.85975 2.09322 5.80711 -0.071
C 0.11399 0.08747 6.89269 -0.029
H 1.22554 -2.92513 8.01405 0.068
H 0.23685 -1.77257 8.92632 0.074
H 1.92544 -1.40033 8.57302 0.077
H 1.04598 -2.89779 5.66992 0.108
H 0.55083 -3.10854 3.43547 0.074
H 1.20521 -1.70268 2.58331 0.071
H -0.54904 -1.94020 2.68211 0.064
H -1.13482 6.24649 2.21461 0.110
H -1.56353 8.27810 0.84138 0.095
H -1.94069 8.05202 -1.58222 0.093
H -1.94807 5.81719 -2.62458 0.101
H -1.53830 3.79893 -1.26396 0.060
H 0.99023 2.97581 3.71966 0.040
H 2.68581 3.39473 4.05575 0.081
H 1.95439 1.98364 4.82962 0.082
H 4.46579 2.20362 2.97619 0.111
H 6.26017 1.20681 1.67539 0.069
H 5.75221 1.48825 0.00810 0.080
H 5.87527 -0.16099 0.62225 0.071
H 3.49673 -0.30541 -0.32951 0.101
H 1.33727 -1.16988 -0.57616 0.057
H 0.48845 0.38893 -0.70586 0.063
H 0.01722 -0.76085 0.57250 0.020
H -1.11514 2.46318 4.81502 0.019
H -0.16774 2.78558 6.28569 0.083
H -1.76528 2.05707 6.41182 0.084
H 0.00901 0.61216 7.83381 0.117
O -1.87155 2.23606 -2.82357 -0.040
C -1.38321 1.13180 -3.09050 -0.688
O -1.26156 0.20224 -2.24538 -0.166
C -0.82756 0.84037 -4.47928 -0.170
C 0.44936 0.03455 -4.32535 -0.246
Ge 0.11505 -1.82075 -3.61729 1.081
C -1.60500 -2.41628 -2.82762 -0.273
C -1.83097 -2.43640 -1.45926 -0.114
C -3.07422 -2.76989 -0.95434 -0.072
C -4.10509 -3.10525 -1.81804 -0.095
C -3.88929 -3.09290 -3.18507 -0.095
C -2.64607 -2.74456 -3.68079 -0.119
C 0.28818 -3.01882 -5.21397 -0.263
C 0.04738 -4.37637 -5.04443 -0.118
C 0.19700 -5.26888 -6.08790 -0.094
C 0.60787 -4.81806 -7.33136 -0.107
C 0.85650 -3.47099 -7.51864 -0.102
C 0.68969 -2.58606 -6.46869 -0.111
C 1.70781 -2.44613 -2.57905 -0.275
C 1.64208 -3.51526 -1.69292 -0.119
C 2.77357 -3.97021 -1.03810 -0.085
C 3.99753 -3.36026 -1.25459 -0.096
C 4.08213 -2.30197 -2.14340 -0.107
C 2.94847 -1.86205 -2.80502 -0.119
H -0.64801 1.78576 -4.99699 0.112
H -1.57462 0.27942 -5.04870 0.114
H 1.11672 0.55350 -3.63852 0.074
H 0.95677 -0.04404 -5.28641 0.048
H -1.03212 -2.16147 -0.78892 0.081
H -3.24696 -2.74838 0.11314 0.107
H -5.07684 -3.37556 -1.42655 0.098
H -4.69397 -3.34279 -3.86481 0.097
H -2.48395 -2.72443 -4.74950 0.097
H -0.26496 -4.72833 -4.06998 0.099
H -0.00419 -6.31981 -5.93514 0.097
H 0.73028 -5.51269 -8.15096 0.094
H 1.18357 -3.10902 -8.48420 0.096
H 0.87758 -1.53456 -6.63513 0.079
H 0.68882 -3.98929 -1.50241 0.097
H 2.70548 -4.80147 -0.35029 0.100
H 4.88198 -3.70955 -0.73861 0.098
H 5.03399 -1.81657 -2.31685 0.101
H 3.02409 -1.04164 -3.50619 0.097
```

The multiplicity is 4. Its net charge is -1. The lowest unoccupied orbital energy (spin up / spin down) comes out at 2.3784 / 0.9991 eV. The HOMO energy (spin up / spin down) is -4.6 / -4.9 eV. Its gap between HOMO and LUMO (spin up / spin down) is 0.2556 / 0.2168 hartree.

[2]
A molecular structure, C48H50N8O5S2SbSiV, computed with ωB97M-V/def2-TZVPD.

The geometry in XYZ format:
```
116
Properties=species:S:1:pos:R:3:lowdin_charge:R:1
V 0.59360 1.43413 0.30588 0.816
C 2.76895 2.55853 -1.94097 -0.016
C 2.46967 3.56937 -0.87341 -0.298
C 3.08299 4.82303 -0.91372 0.009
C 2.80302 5.74386 0.06779 -0.011
C 1.90425 5.40187 1.08041 -0.101
C 1.32577 4.15158 1.09699 -0.382
N 1.61720 3.24980 0.10759 -0.031
Sb -0.23752 3.90289 2.61638 1.579
C -1.60196 3.58721 0.97187 -0.414
C -2.72844 4.35250 0.75557 -0.078
C -3.34785 4.30389 -0.49098 -0.006
C -2.78861 3.54564 -1.50123 0.011
C -1.65570 2.79036 -1.22178 -0.300
C -0.89780 2.05322 -2.28769 -0.006
N -1.12203 2.77665 0.00613 -0.042
C 0.13778 1.83864 2.97211 -0.476
C -0.35344 1.01082 3.91284 -0.092
C 0.07239 -0.38479 3.90367 -0.058
C 1.18953 -0.74479 3.25756 0.008
C 2.03334 0.35353 2.63394 -0.390
C 4.06417 0.89747 1.14860 0.016
N 1.05259 1.28459 2.06164 -0.140
H 3.83999 2.35771 -1.98537 0.101
H 2.46979 2.93571 -2.92007 0.098
H 2.26814 1.60731 -1.76594 0.049
H 3.77022 5.04851 -1.71781 0.133
H 3.26743 6.72156 0.05691 0.128
H 1.67158 6.11984 1.85594 0.096
H -3.11086 5.00012 1.53352 0.108
H -4.23945 4.88805 -0.68174 0.126
H -3.21180 3.53415 -2.49593 0.108
H -1.53324 1.76645 -3.12342 0.081
H -0.44372 1.11716 -1.92520 0.038
H -0.09974 2.68853 -2.67964 0.098
H -1.06541 1.35369 4.65349 0.111
H -0.52002 -1.11852 4.43549 0.117
H 1.54358 -1.76921 3.25246 0.119
H 4.80265 0.90577 1.94978 0.076
H 3.65947 1.90417 1.05471 0.080
H 4.55991 0.62582 0.21496 0.109
O -2.64911 -0.07254 -0.95767 -0.580
Si -3.48828 -0.53544 -2.37580 0.604
C -4.69146 -1.83044 -1.78551 -0.268
C -5.01572 -2.93869 -2.57674 -0.080
C -5.92793 -3.88709 -2.13425 -0.059
C -6.52954 -3.74293 -0.89165 -0.054
C -6.21783 -2.65312 -0.08819 -0.058
C -5.30727 -1.70633 -0.53194 -0.098
C -4.34897 0.99586 -2.97489 -0.234
C -4.03321 1.59579 -4.19720 -0.107
C -4.71832 2.71943 -4.64119 -0.068
C -5.73022 3.26524 -3.86111 -0.064
C -6.06467 2.67758 -2.64624 -0.070
C -5.38445 1.54890 -2.21364 -0.083
C -2.28146 -1.17353 -3.63041 -0.238
C -2.72793 -1.49979 -4.91566 -0.099
C -1.85900 -2.02158 -5.86370 -0.054
C -0.52286 -2.22154 -5.54482 -0.056
C -0.05649 -1.89581 -4.27780 -0.065
C -0.93111 -1.37844 -3.33465 -0.106
H -4.54644 -3.07216 -3.54614 0.100
H -6.17100 -4.73720 -2.75838 0.115
H -7.24226 -4.48100 -0.54753 0.115
H -6.68519 -2.54375 0.88178 0.113
H -5.06031 -0.87025 0.11576 0.105
H -3.25890 1.16976 -4.82735 0.100
H -4.47351 3.15947 -5.59971 0.114
H -6.27131 4.13670 -4.20831 0.115
H -6.87118 3.08696 -2.05064 0.114
H -5.68616 1.08265 -1.28141 0.104
H -3.76820 -1.34685 -5.18913 0.115
H -2.22415 -2.27033 -6.85179 0.116
H 0.15455 -2.63233 -6.28220 0.115
H 0.98559 -2.05493 -4.02846 0.107
H -0.55184 -1.13266 -2.34573 0.056
C 5.61241 -1.38742 6.48024 -0.107
C 6.71000 -1.82621 5.52638 -0.291
S 6.44884 -1.32056 3.84701 0.642
O 7.58479 -1.71100 3.05926 -0.288
O 6.02772 0.06670 3.83099 -0.330
C 5.04352 -2.25996 3.27238 -0.199
C 4.78756 -1.86884 1.80922 -0.137
N 3.40048 -1.46909 1.54328 0.035
C 2.93799 -0.08341 1.42733 -0.361
N 2.01749 -0.10286 0.24263 0.041
C 1.87265 -1.31394 -0.15531 -0.003
C 2.63365 -2.21015 0.66804 -0.186
N 2.39599 -3.48079 0.83486 -0.216
O 1.42346 -4.00925 -0.00891 0.023
O 2.88893 -4.19615 1.71340 0.065
C 2.87388 1.02070 3.72946 0.019
H 5.86867 -1.69584 7.49268 0.085
H 4.65261 -1.84493 6.23288 0.072
H 5.49896 -0.30464 6.46689 0.078
H 6.84902 -2.90888 5.49561 0.111
H 7.67856 -1.38679 5.77460 0.115
H 4.18878 -2.00478 3.89863 0.092
H 5.25183 -3.32341 3.37994 0.116
H 5.03116 -2.70475 1.16080 0.139
H 5.45185 -1.05609 1.51623 0.105
H 1.24063 -1.60401 -0.98035 0.123
H 3.70390 0.37534 4.01391 0.072
H 2.26660 1.20639 4.61267 0.097
H 3.30220 1.96417 3.38930 0.098
S -1.58076 -0.45802 0.18118 1.037
C -1.27247 -2.22447 0.09628 -0.582
N -2.08638 -3.01137 -0.63060 0.092
C -1.84070 -4.38412 -0.61489 -0.041
C -0.79310 -4.88269 0.03128 0.015
C 0.13566 -3.97714 0.74534 -0.269
N -0.28079 -2.59566 0.79872 0.103
H -2.98414 -2.68074 -0.96050 0.080
H -2.56915 -4.98470 -1.14047 0.135
H -0.62138 -5.94856 0.06080 0.127
H 0.39482 -4.33859 1.73979 0.149
```

The multiplicity is 3. Its net charge is +2. The lowest unoccupied orbital energy (spin up / spin down) comes out at -6.0354 / -5.5695 eV. The HOMO energy (spin up / spin down) is -12.6 / -12.6 eV. Its gap between HOMO and LUMO (spin up / spin down) is 0.2420 / 0.2569 hartree.

In the order shown, the computed energy relative to the best compared isomer or geometry (same formula, charge and spin) values come out to 162.2, 424.1 kJ/mol.
In the order shown, the computed total energy values come out to -4817.6170, -4942.9359 Ha.